Entry 1:
Molecular formula: C48H132N12O12
Method: DFT, ωB97M-V/def2-TZVPD

Geometry as XYZ:
```
204
Properties=species:S:1:pos:R:3:forces:R:3:lowdin_charge:R:1
C -4.891909 -1.368406 0.852744 -0.4702 0.4518 1.3769 -0.139
O -4.872227 -1.828096 -0.450620 0.3702 0.4259 -1.1211 -0.163
C -3.948733 -1.022215 -1.182349 -0.0098 0.4143 -0.8133 -0.194
C -4.461381 0.323475 -1.742724 0.5959 1.2752 -1.3418 -0.399
C -5.652504 0.176023 -2.713771 0.7386 -0.6434 0.6707 -0.047
N -3.260011 0.941560 -2.442373 -1.1700 -1.6668 0.7181 0.068
H -5.811207 -1.683224 1.368046 0.1688 -0.0091 -0.3096 0.090
H -4.856355 -0.265372 0.875615 -0.0623 -0.2355 0.2187 0.081
H -4.045759 -1.756362 1.438390 0.0788 0.0583 -0.0855 0.082
H -3.095735 -0.760330 -0.538121 0.1500 -0.3797 -0.1816 0.108
H -3.601518 -1.552497 -2.083978 -0.1129 -0.1602 0.6523 0.100
H -4.784004 1.040385 -0.989404 -0.0047 -0.3468 0.4631 0.077
H -5.326973 -0.456158 -3.561829 -0.3441 0.4142 0.1710 0.086
H -6.072765 1.150500 -3.047511 0.3133 -0.7232 0.2369 0.084
H -6.365198 -0.400485 -2.101672 -0.2726 0.2904 -0.6182 0.078
H -3.491205 1.491896 -3.255538 0.1245 0.2915 0.3315 0.057
H -2.610008 1.317551 -1.767795 -0.0167 0.5123 -0.3365 0.030
C 2.444022 2.574102 -4.090884 1.6426 0.4776 0.6617 -0.156
O 1.242822 2.167947 -4.578521 -1.9897 -0.0760 -1.6954 -0.204
C 0.755171 2.953765 -5.694082 0.6008 -0.7790 0.7170 -0.178
C -0.419260 2.277900 -6.355402 -1.6704 -0.4680 2.3556 -0.408
C -0.905200 3.117696 -7.481182 -0.4992 -0.9773 -1.3367 -0.084
N -1.603588 1.992451 -5.398279 1.1798 0.6867 -1.4823 0.054
H 3.293783 2.227117 -4.689415 0.0492 -0.1374 -0.2106 0.088
H 2.544914 2.135753 -3.097307 0.1279 0.1971 0.0996 0.076
H 2.557619 3.666544 -4.030437 -0.2305 -0.0340 0.2182 0.089
H 0.469641 3.929591 -5.291559 -0.0654 0.1913 -0.1606 0.107
H 1.526160 3.077963 -6.476197 0.1174 0.0242 0.4259 0.133
H -0.152004 1.291460 -6.740732 0.2875 0.0848 0.0961 0.140
H -0.081690 3.353102 -8.151928 0.0226 0.0805 -0.1915 0.079
H -1.400920 4.031310 -7.215361 -0.2066 0.4858 0.4642 0.069
H -1.625607 2.474929 -8.016352 0.1596 0.5836 -0.0757 0.091
H -1.315806 1.330878 -4.683115 -0.0938 0.4580 0.1756 0.041
H -1.979065 2.878904 -5.028431 0.5322 -0.7194 0.0948 0.066
C 6.357226 -1.492794 3.333320 1.6777 -0.6716 -0.9364 -0.095
O 5.802727 -1.768024 2.074896 -2.0442 0.1383 -0.6046 -0.239
C 5.376678 -3.123842 1.919553 0.8973 0.3262 -0.5713 -0.201
C 4.053185 -3.474872 2.556574 0.0067 0.5257 0.4626 -0.418
C 3.877820 -4.979252 2.578383 -0.9661 -0.0400 -0.6094 -0.050
N 2.912331 -2.810949 1.880025 0.3765 -0.9263 -0.1292 0.076
H 6.745086 -0.484925 3.282458 0.0697 0.2620 0.1137 0.087
H 7.183504 -2.204406 3.275379 0.6401 0.1954 1.3040 0.086
H 5.786788 -1.618080 4.239215 -0.7518 -0.2080 0.0547 0.087
H 5.287391 -3.286194 0.829934 0.1721 0.0257 0.3660 0.114
H 6.215363 -3.727156 2.309299 -0.3431 -0.2790 -0.0695 0.119
H 4.102629 -3.082940 3.592833 -0.2528 -0.2568 -0.2936 0.139
H 4.701566 -5.543271 2.980146 0.3766 0.0566 0.5189 0.073
H 3.768846 -5.356759 1.549759 -0.1082 0.1441 0.0770 0.084
H 2.951931 -5.218828 3.113407 0.2213 -0.1197 -0.0410 0.071
H 2.614206 -3.354940 1.055651 0.3081 0.2445 0.6261 0.050
H 3.250662 -1.937590 1.506988 -0.1353 0.6236 -0.1062 0.038
C -0.017700 -4.118120 4.329213 0.5896 2.0639 -0.2289 -0.062
O 0.876033 -3.040307 4.686419 -0.0020 -0.1709 -1.1031 -0.215
C 0.164293 -1.855930 4.942095 0.7059 0.1272 2.0617 -0.214
C 1.195804 -0.716090 5.133599 -1.2192 0.3484 -0.2609 -0.429
C 0.524821 0.580251 5.574220 -0.7745 0.1652 -0.4947 -0.063
N 1.985363 -0.609559 3.925531 0.3610 -0.2675 -0.9032 0.052
H 0.619121 -4.910101 3.932865 -0.5606 0.0091 -0.1803 0.083
H -0.869318 -3.722119 3.704103 1.0744 -0.7361 0.0120 0.089
H -0.421450 -4.320931 5.271474 -1.0990 -1.4290 1.3402 0.064
H -0.601289 -1.719811 4.180521 0.0606 0.6201 -0.3869 0.118
H -0.350164 -1.942066 5.911720 -0.3278 -0.1820 -0.0257 0.127
H 1.900325 -0.924206 5.923288 0.1519 -0.8546 0.3517 0.130
H 1.236839 1.396423 5.545425 0.2143 0.1602 -0.0922 0.070
H 0.071071 0.593850 6.589133 0.2964 -0.4502 -0.6411 0.088
H -0.270239 0.796887 4.841046 0.0738 0.2413 0.2901 0.058
H 1.501036 -0.216933 3.114129 -0.3685 0.3929 0.5081 0.063
H 2.013597 -1.585688 3.625143 0.8005 -0.0152 -0.2415 0.029
C 5.959596 -1.283560 -1.545536 0.3550 0.9668 -0.0456 -0.097
O 7.234471 -1.861374 -1.401312 -0.7262 0.3981 0.1473 -0.218
C 7.300785 -3.249007 -1.553149 -0.5302 -0.3743 -0.6770 -0.226
C 8.710247 -3.586386 -1.126992 1.4145 1.0323 -0.1244 -0.377
C 8.840615 -3.748961 0.412747 -0.3398 -0.0591 -0.4292 -0.061
N 9.604956 -2.534885 -1.782996 -0.6973 -0.9166 0.8654 0.036
H 6.182381 -0.191614 -1.602097 -0.6196 -0.7177 0.2898 0.106
H 5.352444 -1.557961 -0.691889 -0.3436 0.3154 0.4327 0.058
H 5.370185 -1.544786 -2.438575 0.5764 -0.2958 -0.1741 0.090
H 6.566785 -3.807010 -0.918091 0.2790 0.4723 -0.3601 0.117
H 7.066763 -3.446547 -2.630773 0.3949 -0.3763 0.6925 0.138
H 9.092700 -4.512591 -1.539918 -0.4204 -0.3376 -0.3307 0.125
H 9.832231 -4.114296 0.681280 0.0270 0.0584 -0.0358 0.069
H 8.104506 -4.488591 0.765937 0.2331 0.0753 -0.1385 0.069
H 8.644205 -2.834084 0.963825 -0.0137 0.2920 -0.0793 0.067
H 9.428690 -1.602290 -1.407148 -0.1541 -0.4539 -0.0481 0.066
H 10.548158 -2.776860 -1.539500 0.5203 -0.0186 0.0204 0.050
C -1.584049 1.603492 1.305447 0.2180 0.3276 -0.3947 -0.073
O -0.770532 1.661084 0.112298 -0.0988 -0.5152 0.9413 -0.221
C 0.214602 0.631477 0.255971 0.6705 0.0066 0.3671 -0.215
C 1.120602 0.484092 -0.966088 -0.9212 0.1367 0.2830 -0.439
C 0.274330 0.025265 -2.140144 1.0856 0.4897 -0.3908 -0.031
N 2.177541 -0.440378 -0.573605 0.0792 -0.4754 -0.6235 0.064
H -0.976038 1.525053 2.221408 0.0272 0.1179 -0.2912 0.084
H -2.179467 0.706102 1.219285 -0.4725 -0.3461 0.2430 0.071
H -2.239863 2.480244 1.399187 0.3975 -0.1773 -0.3254 0.071
H 0.909716 0.964630 1.052550 -0.4385 -0.4857 0.1951 0.101
H -0.234247 -0.365220 0.506668 0.1430 0.7118 -0.0844 0.130
H 1.555554 1.482592 -1.079803 -0.1148 0.0912 -0.6278 0.113
H 0.831922 0.124358 -3.089588 -0.3863 0.2153 0.2824 0.078
H -0.622518 0.655257 -2.135109 0.0746 -0.5408 -0.4322 0.059
H 0.082792 -1.038501 -2.027977 -0.5435 -0.1156 0.1928 0.061
H 2.453449 -1.080808 -1.332240 -0.1764 0.7084 0.3460 0.088
H 2.959692 0.141687 -0.302500 0.4130 -0.6468 0.3287 0.027
C -4.197217 -6.576335 -4.701013 0.0227 -1.1376 0.0731 -0.148
O -4.503363 -5.224206 -4.673039 0.5008 1.2088 0.3652 -0.207
C -3.661088 -4.450658 -3.782854 0.1925 0.0185 -0.4207 -0.160
C -2.325678 -4.006352 -4.452129 -1.4216 -0.4807 0.1706 -0.431
C -1.578763 -3.024271 -3.545618 0.2636 -0.4432 -1.0933 -0.054
N -2.677761 -3.498731 -5.781135 0.4433 0.7484 1.0038 0.051
H -4.279211 -6.978843 -3.666402 0.0183 -0.1568 -0.5623 0.090
H -3.181444 -6.824271 -5.089078 -0.4058 0.3232 0.1850 0.089
H -4.931931 -7.072123 -5.374716 0.4386 0.2765 0.5781 0.096
H -4.264682 -3.586830 -3.453372 0.2796 -0.3079 -0.2646 0.128
H -3.381250 -5.053714 -2.910378 -0.2951 0.0300 0.1149 0.106
H -1.736998 -4.925112 -4.522042 0.3523 -0.1407 -0.0413 0.115
H -0.689427 -2.704576 -4.080337 0.3080 0.1387 -0.1370 0.072
H -1.205761 -3.508433 -2.643960 -0.3229 0.0919 0.2448 0.060
H -2.146900 -2.122685 -3.372773 -0.2579 0.1549 0.2816 0.054
H -3.330621 -4.113591 -6.232616 -0.0060 -0.1830 -0.2378 0.057
H -1.859309 -3.305237 -6.335186 -0.0188 -0.1211 -0.2414 0.067
C -0.828637 6.663735 -4.899244 -0.8286 -0.1455 0.3162 -0.109
O -1.210945 5.758545 -3.870251 0.6205 0.0228 -0.6688 -0.205
C -0.178733 5.610420 -2.912531 -0.1947 0.3670 0.4361 -0.230
C -0.490505 4.398238 -2.048113 1.2408 0.2948 0.1656 -0.404
C -1.872575 4.422984 -1.423642 0.0111 -0.4692 -0.2968 -0.053
N 0.641530 4.307795 -1.055122 -0.9233 -0.3385 -0.2636 0.059
H 0.019904 6.314072 -5.487232 0.0722 -0.2213 -0.0545 0.078
H -0.572497 7.630762 -4.476709 0.1141 0.3089 0.1354 0.081
H -1.713277 6.791525 -5.528368 0.2377 -0.0310 -0.0863 0.090
H 0.817317 5.451138 -3.361720 -0.3048 0.1309 -0.1055 0.113
H -0.138314 6.556373 -2.315919 0.1299 -0.5582 -0.1017 0.138
H -0.380216 3.522424 -2.719637 -0.1622 0.2336 0.3835 0.131
H -2.652408 4.563794 -2.169448 0.0083 -0.1883 -0.2758 0.072
H -2.006332 5.261633 -0.738592 0.2268 -0.2116 0.4045 0.085
H -1.993267 3.428135 -0.969240 -0.3235 0.5971 0.3029 0.051
H 0.514505 5.010148 -0.328833 -0.0411 0.2051 -0.2141 0.072
H 0.502656 3.437436 -0.543108 0.0574 -0.0119 -0.1490 0.028
C 7.188968 4.347855 0.896029 0.2485 -1.1080 -1.2222 -0.109
O 5.912467 3.778270 0.639720 0.1993 -0.1235 0.5887 -0.202
C 5.736482 2.528505 1.314337 0.9025 0.3694 -0.0419 -0.213
C 4.377406 1.964188 0.988998 -1.3911 -0.1800 -0.4558 -0.427
C 3.297653 3.007822 1.358388 0.7172 -0.3716 0.5584 -0.041
N 4.090562 0.648836 1.601207 0.1823 0.2088 0.2196 0.059
H 7.473711 4.425150 1.939154 -0.3438 0.1056 0.4179 0.081
H 7.217009 5.299140 0.395168 -0.0993 0.5192 0.0666 0.080
H 7.963574 3.727094 0.399692 -0.1592 0.1270 0.2533 0.091
H 6.538050 1.835189 0.973073 -0.3108 0.1535 0.3294 0.130
H 5.841269 2.715420 2.407458 -0.0942 -0.3503 -0.3921 0.136
H 4.258803 1.877700 -0.115376 0.5923 -0.1317 0.3481 0.128
H 3.598928 3.961903 0.914228 -0.4159 -0.2104 -0.0384 0.080
H 3.356953 3.121307 2.447177 -0.3093 0.1213 0.0249 0.083
H 2.279062 2.710960 1.074614 0.3556 0.0973 -0.0408 0.055
H 3.493344 0.685067 2.427600 0.3077 0.1882 -0.1654 0.047
H 4.861349 -0.007151 1.797292 -0.3630 0.7395 -0.4722 0.049
C -4.063244 5.426310 3.603741 -0.3525 0.6588 1.2514 -0.145
O -3.762813 5.373565 2.258992 -0.5098 -0.8968 -1.2960 -0.149
C -4.989570 5.505746 1.555401 -0.1732 0.2813 -1.0398 -0.228
C -5.848602 4.280261 1.319976 -1.4102 -0.6417 -0.0466 -0.400
C -5.092731 3.239583 0.453389 -0.2356 1.0462 -0.4483 -0.050
N -7.129001 4.777591 0.674096 0.6723 -0.1768 0.2778 0.024
H -3.234504 5.180044 4.234386 0.9302 0.0627 0.0017 0.080
H -4.838832 4.757854 3.944492 -0.5721 -0.5240 -0.2734 0.074
H -4.412508 6.433740 3.825350 0.0216 0.2744 0.4159 0.093
H -5.592887 6.267824 2.051611 -0.1183 0.1692 -0.0772 0.122
H -4.829315 5.794380 0.508574 0.7392 0.6091 0.3051 0.127
H -6.220829 3.865179 2.284011 0.6320 -0.1555 -0.5327 0.131
H -4.871778 3.685223 -0.557490 -0.3774 -0.3794 0.8028 0.097
H -5.633982 2.295135 0.313439 0.0539 0.3348 0.2050 0.061
H -4.116904 3.061832 0.888187 0.1133 -0.3120 0.2202 0.040
H -7.529284 4.068431 0.067026 0.1482 0.1156 0.1226 0.061
H -7.039973 5.638450 0.129686 0.3262 -0.4189 0.1766 0.063
C -1.024753 -6.803495 -1.616391 0.8069 -0.1576 -1.2882 -0.122
O -1.198625 -5.747840 -0.750209 -0.4791 0.1950 0.3608 -0.205
C -0.208460 -5.700804 0.220571 0.2068 1.8151 0.6930 -0.200
C -0.138159 -4.184157 0.690576 1.6900 -1.2992 -0.1450 -0.398
C -1.496579 -3.631216 0.957238 -0.5990 -0.0572 -0.3753 -0.078
N 0.576821 -3.410363 -0.384169 -0.0743 -0.2862 0.7883 0.059
H -1.142999 -7.803504 -1.157399 -0.2395 0.3333 -0.1577 0.098
H 0.019019 -6.732835 -2.014556 -0.5701 -0.3636 -0.0387 0.098
H -1.712064 -6.600186 -2.447878 0.0766 -0.6309 0.1562 0.073
H -0.448917 -6.391430 1.051924 0.1751 0.2883 -0.0926 0.131
H 0.768388 -5.985586 -0.219412 -0.2040 0.0243 0.2383 0.115
H 0.469521 -4.180609 1.626384 -0.3496 0.0271 -0.4311 0.102
H -1.417165 -2.655097 1.412336 -0.0308 0.3698 0.3488 0.059
H -2.071964 -4.310734 1.600825 0.0500 0.2787 -0.1025 0.092
H -2.023070 -3.497981 0.007694 -0.0813 -0.1261 0.1506 0.078
H 0.938339 -2.514058 -0.030028 -0.5069 -0.2054 0.0281 0.033
H 1.431059 -3.931341 -0.552554 0.0562 -0.0804 -0.3844 0.051
C -7.059411 0.090261 4.117147 -0.3321 0.3450 -0.1940 -0.139
O -6.202563 1.125384 4.402210 3.0858 1.0747 1.7747 -0.207
C -5.330364 0.872560 5.547140 -0.6915 -0.5835 -0.6060 -0.198
C -4.420071 2.046854 5.799548 -0.9464 0.4137 -0.2934 -0.467
C -3.329715 2.095056 4.723235 -0.5723 -0.1756 0.4181 -0.051
N -3.868143 1.887111 7.129440 0.6741 0.0286 0.4740 0.034
H -7.500990 0.493943 3.208272 -0.4233 -1.0152 -0.3740 0.092
H -7.813006 0.121275 4.900332 -0.4227 -0.9183 0.1018 0.086
H -6.513058 -0.871174 4.015806 -0.6487 0.2859 -0.0857 0.097
H -5.912758 0.716657 6.463293 -0.3634 -0.0587 -0.1504 0.122
H -4.716650 -0.042612 5.418067 -0.3478 0.2104 -0.2580 0.130
H -5.135635 2.887733 5.768588 0.5674 0.3404 -0.3320 0.136
H -3.811995 2.329565 3.763497 0.4375 0.1549 0.2137 0.076
H -2.953309 1.074908 4.671387 0.3054 -0.0760 -0.1753 0.069
H -2.484975 2.747013 4.980479 -0.3521 0.1108 -0.2607 0.079
H -3.090999 2.527635 7.241854 -0.0078 -0.0735 0.1472 0.068
H -4.525171 2.077474 7.888242 0.0977 -0.0686 -0.5082 0.082
```
Positions in Å, forces in eV/Å.

Computed properties:
multiplicity = 1
energy above the lowest of the compared OMol25 structures with the same formula, charge and spin = 3.262 eV
max |F| = 3.72 eV Å⁻¹
E_LUMO = 0.52 eV
total charge = 0
orbital gap = 9.06 eV

Entry 2:
Molecular formula: C2H3FO2
Method: DFT, ωB97M-V/def2-TZVPD

Geometry as XYZ:
```
8
Properties=species:S:1:pos:R:3:forces:R:3:nbo_charge:R:1
O -0.948353 1.262007 -0.400166 -0.8176 -0.3068 0.8173 -0.566
C -0.567592 0.171015 -0.041287 1.8646 1.4328 -1.9600 0.720
O -1.209797 -0.953991 -0.359528 -0.8698 0.7604 0.8636 -0.643
C 0.881634 0.030995 0.358582 0.0239 -0.3969 0.3146 -0.033
F 1.635644 -0.039310 -0.794036 -0.0748 -0.3641 -0.3378 -0.340
H -2.056241 -0.513521 -0.582795 -0.2488 -1.0096 -0.4778 0.498
H 1.016945 -0.854035 0.947384 0.3839 -0.6158 0.2640 0.173
H 1.247759 0.896837 0.871843 -0.2614 0.4999 0.5160 0.192
```
Positions in Å, forces in eV/Å.

Computed properties:
multiplicity = 1
energy above the lowest of the compared OMol25 structures with the same formula, charge and spin = 0.289 eV
max |F| = 3.06 eV Å⁻¹
E_LUMO = 0.67 eV
total charge = 0
orbital gap = 11.65 eV

Entry 3:
Molecular formula: C6H12O
Method: DFT, ωB97M-V/def2-TZVPD

Geometry as XYZ:
```
19
Properties=species:S:1:pos:R:3:forces:R:3:nbo_charge:R:1
C -1.513488 1.099766 1.313893 0.2297 0.2397 -0.0327 -0.652
C -0.046515 0.722664 1.283234 0.2793 0.1105 -0.0742 -0.193
C 0.808075 0.910540 0.275884 -0.1962 -0.3170 -0.1064 -0.178
C 0.422795 1.330992 -1.121039 0.0417 0.1066 -0.1539 -0.664
H -2.245420 0.269970 1.295831 0.5645 0.2054 0.0519 0.215
H -1.748472 1.788304 0.495827 -0.0410 -0.1960 0.0425 0.208
H -1.666833 1.668410 2.238530 -0.2155 -0.1515 -0.0853 0.218
H 0.374794 0.327577 2.205330 -0.1536 0.0617 0.0226 0.194
H 1.880938 0.660558 0.397175 -0.8181 0.2522 0.1207 0.201
H -0.609448 1.101613 -1.422346 0.1556 0.1298 0.4497 0.207
H 0.584411 2.406422 -1.236591 -0.0440 -0.0154 -0.1958 0.219
H 1.040702 0.814486 -1.862064 0.1182 0.1504 0.1508 0.215
C 1.424409 -1.833005 -0.424793 -0.3585 0.4767 0.0309 -0.511
C 0.156084 -1.935876 -0.800529 0.4118 -0.1764 -0.2507 0.140
O -0.856839 -2.087515 0.099390 -0.0901 -0.0442 -0.1348 -0.683
H 1.652540 -1.744110 0.632542 0.1426 -0.3136 -0.1768 0.210
H 2.165992 -1.527652 -1.157402 -0.0419 -0.4346 0.1266 0.208
H -0.120373 -1.879309 -1.852994 -0.1197 -0.0419 0.1701 0.164
H -1.703351 -2.093835 -0.359877 0.1352 -0.0422 0.0450 0.481
```
Positions in Å, forces in eV/Å.

Computed properties:
multiplicity = 1
energy above the lowest of the compared OMol25 structures with the same formula, charge and spin = 2.108 eV
max |F| = 0.86 eV Å⁻¹
E_LUMO = 0.78 eV
total charge = 0
orbital gap = 9.29 eV

What is the orbital gap in the first record?
9.06 eV